P | Here is a cluster of 2 separate species, C6H14O in total from the OMol25 dataset. Energies are from ωB97M-V/def2-TZVPD.

Atoms and positions in Å:
C: 0.512 -0.171 3.068
C: 1.810 0.083 1.393
C: 1.274 -0.448 0.185
C: 0.432 0.377 -0.750
C: -0.765 -0.390 -1.318
C: -1.574 0.428 -2.308
O: -2.635 -0.380 -2.782
H: 1.163 0.309 3.803
H: 0.324 -1.212 3.359
H: -0.431 0.384 2.986
H: 1.806 1.160 1.546
H: 2.617 -0.449 1.889
H: 1.550 -1.459 -0.098
H: 0.689 -0.486 1.514
H: 1.036 0.764 -1.590
H: 0.068 1.270 -0.218
H: -0.419 -1.301 -1.823
H: -1.426 -0.714 -0.504
H: -1.956 1.337 -1.813
H: -0.922 0.755 -3.135
H: -3.154 0.143 -3.405

Results
Net charge: 0
E_HOMO (eV): -6.66
Frontier orbital gap (eV): 7.66
LUMO level (Eh): 0.0365

Mulliken population analysis, charges in e, atoms 1 to 5:
1. C -1.371
2. C -0.410
3. C -0.623
4. C -0.583
5. C -0.473

---

Q | Here is the molecule C6H14O from the OMol25 dataset. Energies are from ωB97M-V/def2-TZVPD.

Atoms and positions in Å:
C: 2.927 0.870 -0.406
C: 2.344 -0.047 0.672
C: 0.861 0.268 0.965
C: -0.141 -0.764 0.422
C: -1.441 -0.095 0.011
O: -2.354 -1.059 -0.449
C: -3.501 -0.467 -0.999
H: 3.991 0.683 -0.584
H: 2.831 1.920 -0.107
H: 2.398 0.754 -1.360
H: 2.444 -1.092 0.354
H: 2.941 0.045 1.586
H: 0.703 0.392 2.043
H: 0.628 1.249 0.524
H: -0.353 -1.540 1.168
H: 0.269 -1.280 -0.456
H: -1.872 0.470 0.857
H: -1.229 0.639 -0.788
H: -4.024 0.168 -0.266
H: -4.172 -1.270 -1.317
H: -3.250 0.157 -1.872

Results
Structure (SMILES): CCCCCOC
Net charge: 0
E_HOMO (eV): -9.82
Frontier orbital gap (eV): 10.94
LUMO level (Eh): 0.0412

Mulliken population analysis, charges in e, atoms 1 to 5:
1. C -1.235
2. C -0.476
3. C -0.632
4. C -0.475
5. C -0.649

---

Of them, P has the lowest stability.

---

P | Here is a cluster of 3 separate species, C6H14O in total from the OMol25 dataset. Energies are from ωB97M-V/def2-TZVPD.

Atoms and positions in Å:
C: -0.460 -0.905 1.664
O: -1.227 -1.292 2.514
C: -0.192 0.370 1.010
C: 0.292 0.213 -0.371
C: -0.947 0.205 -1.317
C: 1.334 1.155 -0.905
C: 1.754 1.014 -2.424
H: -0.679 1.242 1.428
H: 0.095 -1.818 1.047
H: -3.351 -2.558 3.601
H: 0.899 -1.758 -0.731
H: -3.709 -1.991 3.233
H: 0.677 -0.951 -0.403
H: -0.967 1.205 -1.710
H: -0.674 -0.488 -2.341
H: -1.918 -0.165 -0.823
H: 1.109 2.165 -0.558
H: 2.171 0.580 -0.336
H: 1.679 -0.194 -2.530
H: 1.051 1.316 -3.219
H: 2.758 1.443 -2.716

Results
Net charge: 0
E_HOMO (eV): -7.80
Frontier orbital gap (eV): 5.70
LUMO level (Eh): -0.0772

Mulliken population analysis, charges in e, atoms 1 to 5:
1. C 0.008
2. O -0.472
3. C -0.786
4. C 1.320
5. C -0.949

---

Q | Here is a cluster of 2 separate species, C6H14O in total from the OMol25 dataset. Energies are from ωB97M-V/def2-TZVPD.

Atoms and positions in Å:
C: -0.084 -2.104 -1.001
C: -0.291 -1.390 0.102
C: -0.988 -0.054 0.111
C: -0.484 0.947 1.154
C: -1.370 2.182 1.203
O: -0.879 3.043 2.211
H: -0.351 -1.728 -1.989
H: 0.474 -3.037 -1.001
H: 0.082 -1.774 1.053
H: -2.055 -0.237 0.300
H: -0.927 0.396 -0.891
H: -0.481 0.491 2.152
H: 0.546 1.258 0.939
H: -1.371 2.680 0.220
H: -2.409 1.875 1.413
H: -1.459 3.813 2.254
C: 2.381 -1.091 -1.891
H: 2.146 -1.805 -2.690
H: 3.335 -1.359 -1.439
H: 2.388 -0.085 -2.309
H: 1.632 -1.104 -1.100

Results
Structure (SMILES): C=CCCCO.C
Net charge: 0
E_HOMO (eV): -9.27
Frontier orbital gap (eV): 10.22
LUMO level (Eh): 0.0349

Mulliken population analysis, charges in e, atoms 1 to 5:
1. C -0.966
2. C -0.361
3. C -0.441
4. C -0.495
5. C -0.524

---

R | Here is a cluster of 2 separate species, C6H14O in total from the OMol25 dataset. Energies are from ωB97M-V/def2-TZVPD.

Atoms and positions in Å:
C: -0.160 -2.122 -0.366
C: 0.299 -0.843 -0.438
C: 0.586 -0.255 -1.729
C: 0.908 -0.161 0.732
C: 0.180 1.288 0.945
C: 0.751 2.389 0.093
H: -0.524 -2.513 -1.326
H: -0.273 -2.987 0.330
H: 1.694 0.112 -1.712
H: 0.220 0.843 -1.841
H: 0.288 -0.866 -2.512
H: 0.909 -0.832 1.639
H: 1.911 0.165 0.615
H: -0.895 0.968 0.646
H: 0.299 1.740 1.935
H: 0.089 2.707 -0.824
H: 0.975 3.283 0.725
H: 1.707 2.020 -0.234
O: -3.362 -1.458 1.012
H: -2.443 -1.223 0.765
H: -3.161 -2.256 1.545

Results
Structure (SMILES): C=C(C)CCC.O
Net charge: 0
E_HOMO (eV): -9.30
Frontier orbital gap (eV): 10.15
LUMO level (Eh): 0.0315

Mulliken population analysis, charges in e, atoms 1 to 5:
1. C -1.267
2. C 1.111
3. C -1.180
4. C -0.852
5. C -0.185

---

Of them, P has the lowest stability.

---

P | Here is the molecule C6H14O from the OMol25 dataset. Energies are from ωB97M-V/def2-TZVPD.

Atoms and positions in Å:
C: -1.571 -0.640 -1.121
C: -1.116 -0.311 0.302
C: -2.231 0.407 1.062
C: 0.169 0.530 0.314
C: 1.390 -0.191 -0.244
C: 2.647 0.673 -0.218
O: 1.560 -1.363 0.544
H: -2.496 -1.227 -1.109
H: -0.821 -1.220 -1.671
H: -1.768 0.280 -1.689
H: -0.892 -1.253 0.819
H: -3.146 -0.198 1.080
H: -2.477 1.366 0.587
H: -1.942 0.610 2.100
H: 0.399 0.827 1.347
H: 0.015 1.453 -0.264
H: 1.189 -0.479 -1.287
H: 2.871 0.993 0.805
H: 2.521 1.562 -0.846
H: 3.515 0.118 -0.599
H: 2.184 -1.936 0.087

Results
Structure (SMILES): CC(C)C[C@@H](C)O
Net charge: 0
E_HOMO (eV): -10.23
Frontier orbital gap (eV): 11.19
LUMO level (Eh): 0.0353

Mulliken population analysis, charges in e, atoms 1 to 5:
1. C -1.471
2. C 0.786
3. C -1.521
4. C -1.053
5. C 0.438

---

Q | Here is the molecule C6H14O from the OMol25 dataset. Energies are from ωB97M-V/def2-TZVPD.

Atoms and positions in Å:
C: -2.435 -0.061 -1.452
C: -1.355 1.020 -1.073
C: -0.887 0.905 0.375
C: 0.609 0.571 0.598
C: 1.061 -0.743 -0.117
C: 2.021 -1.365 0.927
O: 3.083 -0.492 1.111
H: -2.308 -0.440 -2.483
H: -3.436 0.261 -1.214
H: -2.135 -0.928 -0.866
H: -0.453 0.992 -1.714
H: -1.742 2.028 -1.221
H: -1.454 0.158 0.970
H: -0.998 1.800 1.010
H: 0.739 0.524 1.678
H: 1.170 1.493 0.369
H: 1.537 -0.585 -1.095
H: 0.129 -1.309 -0.236
H: 1.422 -1.474 1.856
H: 2.324 -2.412 0.682
H: 3.108 0.056 1.894

Results
Structure (SMILES): CCCCCCO
Net charge: 0
E_HOMO (eV): -10.08
Frontier orbital gap (eV): 11.04
LUMO level (Eh): 0.0352

Mulliken population analysis, charges in e, atoms 1 to 5:
1. C -1.097
2. C -0.462
3. C -1.014
4. C -0.586
5. C -0.175

---

R | Here is a cluster of 2 separate species, C6H14O in total from the OMol25 dataset. Energies are from ωB97M-V/def2-TZVPD.

Atoms and positions in Å:
C: -0.017 -1.672 0.931
C: 1.355 -1.492 1.145
C: 1.493 0.094 0.938
C: 0.056 0.586 1.203
C: -0.578 -0.444 0.402
H: -0.268 -2.741 0.333
H: -0.592 -1.668 1.948
H: 2.187 -2.129 0.549
H: 1.832 -1.613 2.112
H: 1.670 0.572 -0.103
H: 2.192 0.638 1.657
H: 0.112 1.621 0.895
H: -0.243 0.346 2.158
H: -0.210 -0.336 -0.693
H: -1.718 -0.416 0.504
C: -1.567 1.536 -2.206
O: -0.292 1.630 -2.805
H: -1.723 2.591 -1.932
H: -2.348 1.265 -2.932
H: -1.501 0.952 -1.310
H: 0.159 0.680 -2.792

Results
Structure (SMILES): C1CCCC1.CO
Net charge: 0
E_HOMO (eV): -10.25
Frontier orbital gap (eV): 11.09
LUMO level (Eh): 0.0309

Mulliken population analysis, charges in e, atoms 1 to 5:
1. C -0.224
2. C -0.618
3. C -0.638
4. C -0.642
5. C -0.392

---

Of them, R has the lowest stability.

---

P | Here is the molecule C6H14O from the OMol25 dataset. Energies are from ωB97M-V/def2-TZVPD.

Atoms and positions in Å:
C: -2.689 1.147 -0.391
C: -2.044 0.341 -1.524
C: -1.013 -0.658 -1.109
C: 0.255 -0.019 -0.511
C: 0.633 -0.600 0.858
C: 1.790 0.142 1.495
O: 3.022 -0.509 1.074
H: -2.747 0.579 0.544
H: -2.198 2.080 -0.151
H: -3.736 1.318 -0.610
H: -1.719 1.023 -2.315
H: -2.883 -0.167 -2.020
H: -1.398 -1.349 -0.361
H: -0.769 -1.303 -1.957
H: 1.143 -0.083 -1.137
H: 0.056 1.039 -0.309
H: -0.215 -0.502 1.512
H: 0.832 -1.671 0.857
H: 1.801 0.127 2.583
H: 1.819 1.161 1.124
H: 3.682 0.178 0.908

Results
Structure (SMILES): CCCCCCO
Net charge: 0
E_HOMO (eV): -10.15
Frontier orbital gap (eV): 11.19
LUMO level (Eh): 0.0382

Mulliken population analysis, charges in e, atoms 1 to 5:
1. C -1.101
2. C -0.601
3. C -0.730
4. C -0.483
5. C -0.599

---

Q | Here is a cluster of 2 separate species, C6H14O in total from the OMol25 dataset. Energies are from ωB97M-V/def2-TZVPD.

Atoms and positions in Å:
C: -2.041 0.489 -0.950
C: -0.807 0.943 -0.717
C: 0.423 0.086 -0.860
C: 1.520 0.303 0.188
C: 2.788 -0.471 -0.146
O: 3.746 -0.209 0.862
H: -2.247 -0.547 -1.229
H: -2.935 1.095 -0.817
H: -0.687 1.974 -0.383
H: 0.841 0.287 -1.856
H: 0.130 -0.975 -0.863
H: 1.779 1.367 0.255
H: 1.178 -0.004 1.183
H: 2.563 -1.549 -0.212
H: 3.159 -0.154 -1.135
H: 4.551 -0.693 0.642
C: -2.811 -0.396 1.192
H: -3.765 -0.610 0.661
H: -3.038 0.283 2.006
H: -2.400 -1.347 1.520
H: -1.947 0.128 0.659

Results
Structure (SMILES): C=CCCCO.C
Net charge: 0
E_HOMO (eV): -8.47
Frontier orbital gap (eV): 9.43
LUMO level (Eh): 0.0353

Mulliken population analysis, charges in e, atoms 1 to 5:
1. C -0.744
2. C -0.556
3. C -0.488
4. C -0.489
5. C -0.511

---

Of them, Q has the lowest stability.